{
  "formula": "C31H76BN4O20",
  "method": "wB97M-V/def2-TZVPD",
  "elements": ["O", "O", "O", "O", "O", "O", "O", "O", "O", "O", "O", "O", "O", "O", "O", "O", "O", "O", "O", "O", "N", "N", "N", "N", "C", "C", "C", "C", "C", "C", "C", "C", "C", "C", "C", "C", "C", "C", "C", "C", "C", "C", "C", "C", "C", "C", "C", "C", "C", "C", "C", "C", "C", "C", "C", "B", "H", "H", "H", "H", "H", "H", "H", "H", "H", "H", "H", "H", "H", "H", "H", "H", "H", "H", "H", "H", "H", "H", "H", "H", "H", "H", "H", "H", "H", "H", "H", "H", "H", "H", "H", "H", "H", "H", "H", "H", "H", "H", "H", "H", "H", "H", "H", "H", "H", "H", "H", "H", "H", "H", "H", "H", "H", "H", "H", "H", "H", "H", "H", "H", "H", "H", "H", "H", "H", "H", "H", "H", "H", "H", "H", "H"],
  "xyz": [[-14.812510, 17.774990, 7.646860], [-15.287430, 22.616150, 2.138280], [-13.117760, 20.967820, 4.428300], [-11.841350, 26.603290, 3.071420], [-14.472750, 21.180360, 0.235970], [-13.701050, 16.686490, 3.347680], [-17.964730, 28.272900, 7.960230], [-18.500330, 22.969060, -2.704030], [-13.638570, 23.389940, 0.480110], [-14.377610, 20.909670, -1.964120], [-15.606500, 18.742480, -3.097060], [-16.372420, 14.367490, 5.853510], [-13.630520, 23.785820, -1.776190], [-10.677630, 20.510700, -1.164430], [-15.938830, 22.290540, 4.265250], [-9.127930, 20.061440, 2.255980], [-13.168440, 21.585230, 2.250270], [-17.562980, 27.502540, 1.104290], [-15.630520, 25.272460, 7.808780], [-10.096600, 21.726620, 7.349440], [-15.661580, 19.736670, 9.639300], [-17.335000, 26.807660, 5.661090], [-15.419780, 14.377130, 3.237780], [-17.920090, 26.491110, -1.719750], [-13.443820, 17.889370, 7.720060], [-10.416580, 20.002490, 1.777020], [-15.533340, 18.915870, 7.249980], [-13.835600, 18.054110, 3.182440], [-13.807500, 23.067050, -0.797480], [-14.310480, 24.990530, 7.450220], [-12.864300, 25.624490, 3.101410], [-10.706730, 22.887200, 6.760940], [-16.603060, 24.704850, 6.940430], [-18.826810, 28.318700, 6.853800], [-16.951060, 26.296320, 0.616760], [-17.771730, 24.157040, -2.425160], [-15.525900, 17.630720, -2.138180], [-15.711460, 14.052320, 6.997560], [-13.822400, 15.892650, 2.205670], [-15.071370, 22.173340, 3.400880], [-17.405430, 27.689410, 2.504840], [-15.743560, 13.069130, 3.882250], [-18.683250, 25.219070, -1.749880], [-17.413240, 29.552190, 8.496250], [-14.392130, 20.962280, 8.146610], [-14.135920, 14.458240, 2.565280], [-13.658270, 21.450800, 3.433910], [-16.781260, 25.424860, 5.594120], [-15.609500, 20.095780, 8.261990], [-18.742640, 26.970540, 6.024660], [-16.736820, 26.561070, -0.878840], [-10.647510, 21.028910, -2.510340], [-14.259830, 21.610090, -0.935100], [-17.717520, 21.826480, -2.987910], [-16.760070, 13.231560, 5.054210], [-14.135070, 22.215250, 1.283410], [-16.099490, 25.765560, -1.264950], [-11.734220, 22.633650, 6.500020], [-18.070370, 30.419480, 8.560210], [-16.524180, 18.604410, 6.919320], [-16.345030, 16.938240, -2.332100], [-10.195080, 23.234900, 5.863490], [-10.657150, 21.017790, 1.461740], [-17.525840, 24.701640, 7.520570], [-11.606340, 20.988020, -3.027130], [-19.088430, 24.867000, -0.801210], [-13.461570, 20.468000, 8.425620], [-17.729380, 13.459780, 4.610990], [-16.113030, 12.412530, 3.094540], [-19.160730, 26.103350, 6.535830], [-13.248450, 16.818910, 7.783620], [-17.560300, 21.238890, -2.083410], [-17.877270, 26.780640, 2.878500], [-16.977980, 23.949400, -1.707560], [-12.255720, 27.428910, 3.332670], [-13.482000, 25.673850, 3.998130], [-17.180470, 24.465930, -3.287180], [-16.844730, 27.256890, 6.421300], [-13.979430, 25.062070, 6.414170], [-18.349100, 21.080480, -3.470300], [-10.463790, 19.307370, 0.938760], [-10.760080, 23.703470, 7.481330], [-17.048300, 29.266860, 9.482920], [-13.583680, 25.580960, 8.008120], [-14.268540, 21.750250, 8.889520], [-16.357780, 27.793070, 2.787300], [-14.935410, 19.093330, 9.920180], [-11.082310, 19.585590, 2.532730], [-19.815260, 28.363280, 7.311060], [-14.771070, 18.441010, 2.778350], [-15.481920, 15.211840, 3.803020], [-12.912050, 18.349790, 2.684700], [-14.270730, 21.401940, 7.156630], [-13.146700, 18.332320, 8.670650], [-9.902600, 20.621310, -3.193770], [-12.853880, 15.925100, 1.706660], [-16.368570, 23.664080, 6.717050], [-10.364650, 22.069620, -2.352120], [-16.469060, 19.192090, 9.906720], [-15.079410, 19.523480, -2.913170], [-8.935400, 19.291210, 2.795680], [-13.778380, 18.639620, 4.100050], [-12.333800, 24.673800, 3.047970], [-15.568400, 18.092870, -1.151910], [-13.232110, 14.090850, 3.051340], [-17.391440, 24.706170, 5.047060], [-18.001100, 28.482950, 2.956040], [-15.806810, 25.311740, 5.119000], [-14.836310, 13.438750, 6.783680], [-19.608740, 25.263750, -2.323960], [-14.164520, 14.001930, 1.575800], [-14.795190, 12.615510, 4.170210], [-15.161860, 14.919820, 7.362900], [-19.272310, 26.967800, 5.072010], [-14.569300, 17.110380, -2.185780], [-14.234610, 23.937550, 7.721480], [-10.424840, 21.550590, 8.234230], [-17.032250, 12.341510, 5.621520], [-18.793160, 29.200750, 6.214300], [-16.753930, 21.891800, -3.493210], [-16.542370, 29.761380, 7.875030], [-16.238350, 13.692610, 7.881350], [-12.797340, 18.305090, 6.947180], [-16.008410, 26.201060, 1.155670], [-16.472350, 20.709650, 8.003610], [-16.139540, 27.442690, -1.111420], [-10.705270, 19.553060, -1.225710], [-15.110510, 19.254410, 6.304100], [-13.539770, 25.577400, 2.247220], [-17.625800, 25.479340, 0.872450], [-14.456150, 16.276630, 1.406280], [-18.457170, 27.325180, -1.530070]],
  "forces_ev_per_a": [[-1.826, 0.811, -0.433], [1.339, -0.777, 0.450], [-1.220, 0.796, -2.021], [-0.475, 0.355, -0.006], [-0.458, -0.448, 2.875], [-1.472, -0.839, 1.403], [1.065, 1.511, 0.668], [0.160, 0.553, -0.423], [-0.455, -1.352, 0.184], [0.515, 2.501, 2.250], [-0.857, -2.059, -0.490], [-1.786, -0.618, -1.107], [-0.264, -1.008, 2.131], [0.104, -0.154, -1.230], [2.475, -0.374, -1.246], [2.052, 0.092, 0.809], [0.418, 0.240, -1.519], [-0.089, 1.341, -0.159], [-0.525, 1.394, -0.506], [0.648, 0.245, -0.672], [-0.883, -0.906, 1.775], [1.075, -0.840, 0.134], [0.060, -0.551, -0.106], [-0.698, 0.463, -0.072], [1.140, -1.763, 1.334], [-0.830, -0.476, -0.304], [-0.292, 0.594, -0.843], [1.086, 1.281, 0.169], [0.716, 1.741, -2.915], [0.508, -1.396, 0.418], [0.247, -1.039, -0.162], [-0.796, -0.464, 0.840], [-0.195, 0.295, 0.147], [-1.910, -1.201, -0.121], [-0.132, 2.124, 0.126], [0.173, -0.612, 1.190], [0.599, 2.391, -0.513], [2.680, 0.351, 1.317], [0.971, 0.316, -0.743], [-2.670, 0.165, 0.450], [-0.786, -1.554, -0.412], [0.474, 1.058, 0.021], [0.733, 0.048, -1.066], [0.266, -2.152, -0.863], [1.617, 1.054, -0.187], [-0.296, 0.719, -0.914], [-0.100, 0.354, 2.753], [-0.455, -0.538, 1.025], [0.808, -0.233, -0.608], [0.974, 0.501, -0.209], [0.351, -2.343, -0.282], [0.048, 0.857, 0.571], [0.019, -1.646, -3.460], [-0.711, -1.479, 0.930], [0.104, 1.054, -1.148], [-0.259, 0.128, 0.204], [0.353, -0.201, 0.234], [-0.112, 0.085, -0.279], [-0.414, -0.332, -0.207], [-0.217, -0.364, 0.607], [0.027, 0.267, 0.012], [0.302, -0.441, 0.202], [-0.472, -0.377, 0.018], [-0.094, 0.119, 0.002], [-0.226, -0.050, 0.276], [0.616, -0.216, 0.505], [0.020, -0.807, -0.600], [0.015, 0.565, -0.183], [-0.451, -0.111, 0.103], [0.048, 0.073, 0.722], [1.156, -0.019, 0.089], [0.630, 0.416, 0.658], [0.563, -0.204, 1.061], [0.128, -0.441, 0.381], [0.167, 0.202, -0.092], [0.105, -0.014, 0.229], [-0.591, 0.622, -0.424], [0.494, 0.000, 0.082], [-0.659, 0.308, -0.439], [-0.143, 0.465, -0.852], [-0.199, 0.118, -0.363], [0.184, 0.195, 0.020], [-0.161, 0.173, -0.016], [-0.392, 0.097, 0.353], [-1.152, 0.436, 0.039], [0.034, -0.145, 0.145], [0.651, 0.159, -0.359], [-0.394, 0.538, 0.110], [-0.560, -0.029, -0.335], [-0.051, -0.500, -0.888], [-0.279, -0.445, 0.731], [-0.379, 0.761, -0.855], [0.072, -0.104, -0.085], [0.236, 0.181, 0.123], [0.268, -0.508, 0.356], [0.510, -0.356, -0.176], [0.242, -0.267, 0.000], [-0.210, 0.095, -0.290], [-0.613, 0.172, -0.282], [0.353, -0.212, 0.983], [-0.034, 0.034, -0.031], [0.141, -0.832, 0.676], [-0.118, -0.155, 0.338], [-0.345, -0.400, 0.290], [-0.157, -0.502, 0.739], [-0.471, 0.454, -0.425], [0.071, 0.425, -0.724], [0.041, 0.881, -0.388], [-0.102, -0.939, 0.015], [0.184, 0.711, -0.514], [-0.119, -0.606, -0.040], [0.126, -0.179, 0.633], [-0.485, 0.672, -0.079], [-0.543, 0.710, 0.083], [0.073, -0.133, -0.299], [0.943, -0.279, -0.064], [-0.273, 0.344, -0.127], [0.911, -0.221, 0.312], [0.817, 0.055, -0.118], [-0.148, 0.739, -0.191], [-0.025, 0.428, -0.009], [-0.686, -0.415, -0.337], [-0.804, 0.407, -0.650], [0.275, -0.444, -0.172], [-0.203, -0.110, 0.043], [-0.454, 0.344, 0.457], [-0.112, -0.101, 0.113], [0.332, 0.502, -0.079], [0.042, 0.614, -0.306], [0.193, -0.411, -0.304], [-0.864, 0.312, 0.468], [-0.595, -0.327, -0.059]],
  "lowdin_charge": [-0.183, 0.197, 0.093, -0.105, 0.246, -0.170, -0.217, -0.183, 0.212, 0.074, -0.164, -0.176, 0.121, -0.131, 0.100, -0.104, 0.212, -0.225, -0.180, -0.132, 0.037, -0.054, -0.047, -0.067, -0.141, -0.186, -0.173, -0.107, -0.364, -0.117, -0.154, -0.144, -0.209, -0.221, -0.179, -0.215, -0.125, -0.161, -0.252, -0.307, -0.116, -0.173, -0.172, -0.043, -0.091, -0.230, -0.386, -0.177, -0.422, -0.181, -0.200, -0.138, -0.375, -0.117, -0.175, -0.763, 0.093, 0.057, 0.079, 0.122, 0.071, 0.083, 0.086, 0.118, 0.070, 0.104, 0.063, 0.111, 0.105, 0.104, 0.087, 0.080, 0.070, 0.097, 0.069, 0.061, 0.128, 0.079, 0.070, 0.082, 0.062, 0.069, 0.082, 0.089, 0.073, 0.082, 0.066, 0.065, 0.108, 0.104, 0.097, 0.081, 0.071, 0.071, 0.068, 0.118, 0.106, 0.080, 0.073, 0.006, 0.077, 0.063, 0.084, 0.065, 0.115, 0.114, 0.079, 0.091, 0.089, 0.110, 0.113, 0.097, 0.076, 0.099, 0.061, 0.068, 0.063, 0.116, 0.115, 0.090, 0.081, 0.088, 0.101, 0.108, 0.138, 0.124, 0.064, 0.111, 0.067, 0.119, 0.122, 0.098],
  "orbital_gap_ev": 8.84,
  "homo_energy_ev": -6.63,
  "lumo_ha": 0.081,
  "total_energy_ev": -80963.8960,
  "total_charge": -1
}